1.
Density functional theory data (ωB97M-V/def2-TZVPD) for 2 unconnected molecules or ions with the total composition C12H6F6INO11P in a non-equilibrium geometry.

Computed properties:
Max |F| ... 8.97 eV Å⁻¹
Charge ... -1
Kohn-Sham gap ... 1.9 eV
E_tot ... -70231.2508 eV

XYZ file:
```
38
Properties=species:S:1:pos:R:3:mulliken_charge:R:1
O 0.367 -1.899 2.029 -0.5489
C 0.553 -1.472 0.750 0.3315
O 0.450 -2.496 -0.307 -0.4293
C 0.922 0.111 0.541 0.1243
C -0.092 1.317 0.996 0.1963
C -1.605 1.079 1.666 0.0143
O -1.677 0.333 2.770 -0.4717
C -2.856 1.765 0.859 0.8663
F -2.854 3.256 1.101 -0.3146
F -2.553 1.612 -0.601 -0.2634
C -4.344 1.234 1.295 0.4735
F -4.558 1.131 2.769 -0.2595
F -5.318 2.290 0.828 -0.2981
C -4.809 -0.178 0.598 0.6873
F -5.882 -0.745 1.498 -0.2954
F -3.726 -1.232 0.601 -0.2341
C -5.528 -0.004 -0.879 0.2825
O -5.190 0.891 -1.812 -0.4569
O -6.690 -0.890 -1.224 -0.4385
C 0.360 2.902 0.785 -0.4123
N 1.685 3.298 0.152 -0.1116
C 2.667 2.226 -0.330 -0.6630
I 4.514 3.008 -1.287 0.0624
C 2.361 0.591 -0.152 0.2371
P 3.702 -0.599 -0.811 1.0856
O 3.464 -2.129 -0.465 -0.5918
O 3.800 -0.527 -2.583 -0.5163
O 5.309 -0.214 -0.163 -0.4979
H 1.063 -3.252 0.004 0.3681
H -6.554 -1.052 -2.220 0.3838
H -0.342 3.801 1.119 0.2535
H 1.895 4.313 0.026 0.2551
H 4.698 -0.939 -2.833 0.3520
H 5.131 0.558 0.482 0.3272
C 5.413 -4.473 -1.316 0.8351
O 5.495 -3.314 -1.693 -0.4609
O 6.190 -5.022 -0.527 -0.4435
O 4.541 -5.277 -1.667 -0.4282
```

---

2.
Density functional theory data (ωB97M-V/def2-TZVPD) for a molecular structure, C12H6FeN4O11.

Computed properties:
Max |F| ... 0.47 eV Å⁻¹
Charge ... -2
Kohn-Sham gap ... 8.0 eV
E_tot ... -75414.7315 eV

XYZ file:
```
34
Properties=species:S:1:pos:R:3:mulliken_charge:R:1
Fe -0.313 -0.472 -1.483 0.1673
O 5.541 -1.196 2.140 -0.7176
C 5.017 -0.102 1.863 0.3752
O 5.328 1.056 2.215 -0.7395
C 3.771 -0.179 0.942 0.3960
C 3.327 0.955 0.278 -0.8698
C 2.202 0.880 -0.523 -0.1943
N 1.498 -0.251 -0.663 -0.0956
C 1.916 -1.352 -0.024 0.5536
C 3.054 -1.354 0.768 -0.6555
C 1.014 -2.566 -0.185 0.4586
O 1.362 -3.617 0.348 -0.7701
O -0.047 -2.347 -0.858 -0.5856
H 3.866 1.882 0.417 0.4576
H 1.819 1.733 -1.066 0.4790
H 3.371 -2.265 1.255 0.5567
O -5.542 0.492 0.489 -0.5616
C -4.678 0.851 1.411 0.4301
O -5.015 1.357 2.463 -0.6665
C -3.240 0.618 1.110 0.2500
C -2.212 0.941 1.970 -0.3491
N -1.068 0.569 1.370 -0.2289
N -1.290 0.035 0.173 0.3499
C -2.596 0.049 -0.014 -0.2877
C -3.090 -0.469 -1.344 1.1326
O -4.326 -0.488 -1.533 -0.8670
O -2.191 -0.842 -2.134 -0.5581
H -5.084 0.074 -0.330 0.4751
H -2.234 1.387 2.948 0.5235
H -0.118 0.673 1.691 0.1566
O 0.104 1.784 -4.382 -0.7175
N -0.010 1.005 -3.460 1.3012
O -0.492 1.356 -2.332 -0.5717
O 0.353 -0.197 -3.521 -0.6267
```